ORCA calculation (ωB97M-V/def2-TZVPD) on an isolated ion of composition C6H12I2N and charge +1.

Output
Max |F|   5.3 eV/Å
Molecular weight   351.98 g mol⁻¹
E_tot   -885.5889 a.u.

Structure (ORCA input):
```
! RIJCOSX wB97M-V def2-TZVPD def2/J DEFGRID3
* xyz 1 1
H 0.0646 -2.2245 1.0813
H -1.9405 -1.2324 -1.1985
C 0.1690 -1.2969 1.7567
C -1.7544 0.8848 -1.4457
H 0.8841 -1.6201 2.4697
C 0.0373 -0.2263 -0.5943
H -1.8513 -0.3179 0.3369
C 2.0917 -0.1095 0.7076
H -2.5974 1.4182 -1.0721
N 0.6679 -0.2553 0.7183
H -1.9891 0.6737 -2.5252
H 0.3807 0.7616 1.1239
C -0.4432 1.6492 -1.3345
C -1.4756 -0.3116 -0.6084
I -0.2060 2.8886 0.3339
H -0.7579 -1.0448 2.2404
H 2.3556 -0.2139 1.7619
H 2.6736 -0.8105 0.1310
I 1.1059 -1.2933 -2.0929
H 0.1610 1.8028 -2.1586
H 2.4241 0.8781 0.3686
*
```

ORCA calculation (ωB97M-V/def2-TZVPD) on C4H3FS3 as an isolated structure.

Output
Max |F|   4.4 eV/Å
Molecular weight   166.27 g mol⁻¹
E_tot   -1448.4813 a.u.

Structure (ORCA input):
```
! RIJCOSX wB97M-V def2-TZVPD def2/J DEFGRID3
* xyz 0 1
H 3.0874 0.1475 -1.5484
H 1.8548 1.1440 -2.9770
C 0.7078 -0.3040 -0.1555
C -0.5412 0.1512 0.6460
S 1.6037 -1.4877 0.3316
C 0.8881 0.3257 -1.3921
C 2.0007 0.3834 -2.1843
F -0.3495 0.9796 -1.6090
H -2.0420 -1.3747 -1.1716
S -0.5985 1.4834 1.6626
S -2.1356 -0.7502 0.4241
*
```

Sequential ΔE to the lowest compared entry with this formula, charge and spin output: 118.9, 251.4 kJ/mol
Sequential highest occupied orbital energy output: -12.61, -8.95 eV